45
Properties=species:S:1:pos:R:3:forces:R:3:mulliken_charge:R:1 method="wB97M-V/def2-TZVPD" fmax_ev_per_a=5.41 orbital_gap_ev="4.78 / 4.00" charge=+2 homo_energy_ev="-13.9 / -13.9"
C 2.65169 -0.60393 -0.45796 -0.268 0.382 -1.117 0.168
N 1.37171 -0.56624 -0.89361 0.451 0.637 0.130 -0.145
N 1.36418 -0.00372 -2.15631 0.117 -0.558 0.273 -0.022
C 2.64760 0.21099 -2.52357 -0.454 -0.274 1.241 -0.071
C 3.47793 -0.12600 -1.46191 0.367 0.106 -0.231 -1.153
B 0.16641 0.21174 -3.16086 0.172 -1.208 -0.632 0.224
N -0.84555 -0.95872 -2.97123 0.069 -0.520 0.636 0.032
N -1.17145 -1.49956 -1.75020 -0.541 -0.227 0.278 -0.212
C -1.98969 -2.55394 -1.98106 0.879 0.771 -1.170 0.098
C -2.13367 -2.73719 -3.36440 0.139 0.306 -0.003 -1.104
C -1.38978 -1.71931 -3.95655 -0.239 -0.231 0.883 -0.148
Cd 0.20656 -1.93577 0.31018 1.961 1.065 -3.729 0.571
N -0.45211 1.67330 -3.22839 0.127 0.971 -1.589 0.536
N -1.02586 2.26486 -2.12568 -0.542 1.403 -0.061 -0.573
C -1.42580 3.49283 -2.49534 0.221 -0.305 -0.326 -0.177
C -1.12249 3.71649 -3.86266 -1.080 1.235 1.902 -0.517
C -0.51016 2.53612 -4.28741 1.196 -3.659 1.237 -0.021
H -1.90856 4.18770 -1.81269 0.162 -0.367 -0.082 0.445
H -0.12084 2.26180 -5.25656 0.021 -0.021 0.020 0.462
H -1.31981 4.60453 -4.43381 -0.002 0.084 -0.169 0.433
H 0.61055 0.07462 -4.27880 0.030 0.121 0.261 -0.111
H -1.17882 -1.50904 -4.99463 -0.162 0.036 0.082 0.454
H 2.85828 0.55081 -3.51614 0.181 0.260 -0.153 0.467
H -2.69176 -3.51347 -3.85351 -0.038 -0.003 -0.123 0.420
H 4.54388 -0.03886 -1.42485 0.235 -0.005 -0.064 0.432
H -2.41094 -3.14663 -1.17711 0.094 0.128 -0.134 0.341
H 2.89942 -0.97474 0.53471 -0.031 0.116 -0.247 0.478
H -1.56409 -0.75720 0.62824 -0.035 -0.440 0.233 0.493
C -1.76835 -1.65773 1.24409 -2.417 0.057 0.512 -1.377
H -2.60801 -2.14976 0.73897 0.172 -0.080 0.304 0.393
H -0.96607 -2.46171 1.47602 -1.991 0.054 0.997 0.403
H -2.08520 -1.26524 2.21513 0.235 -0.417 0.039 0.425
O 1.32270 -1.01585 3.08451 -0.678 -0.482 -3.070 -0.529
B 0.40326 -0.47106 2.13736 2.109 2.354 4.397 0.807
O -0.14525 0.70977 2.68326 0.063 -1.390 -2.860 -0.378
C 0.37185 0.83798 3.94072 0.510 -1.292 1.266 0.879
C -0.16102 1.58410 4.96526 -0.136 0.218 0.612 -0.892
C 0.10033 1.14347 6.27593 -0.088 0.534 -0.367 -0.422
C 0.92955 0.05039 6.52073 0.839 -0.214 -0.302 -0.496
C 1.59841 -0.59554 5.46468 -0.114 -0.141 0.672 -0.824
C 1.25276 -0.22236 4.18845 -1.369 1.106 0.846 0.545
H -0.80110 2.43499 4.75042 -0.060 -0.227 0.158 0.449
H -0.36179 1.67167 7.11453 0.170 -0.211 -0.344 0.377
H 1.08602 -0.31885 7.53783 0.005 0.307 -0.358 0.388
H 2.29513 -1.41575 5.61420 -0.282 0.018 0.150 0.454

=====

11
Properties=species:S:1:pos:R:3:forces:R:3:mulliken_charge:R:1 method="wB97M-V/def2-TZVPD" fmax_ev_per_a=4.12 orbital_gap_ev="8.27 / 8.27" charge=0 homo_energy_ev="-9.3 / -9.3" relative_energy_ev=3.698
C -0.93699 -1.23646 0.04531 -1.838 -2.150 2.080 0.147
C 1.61183 1.54608 0.38589 -1.387 2.141 1.616 0.135
C -1.80731 -0.35870 -0.41150 2.145 2.545 -2.433 -0.630
N 0.35370 -1.49129 -0.28497 1.795 -0.352 -0.757 -0.204
N 2.16404 0.33458 0.20916 1.899 0.165 0.510 -0.229
O 0.71989 1.97487 -0.29951 -0.330 0.235 -0.734 -0.449
S 1.78110 -1.00371 -0.33795 -1.592 -0.794 -0.010 0.228
H -1.37473 -2.09968 0.74333 1.016 1.916 -1.463 0.204
H 1.91200 2.23899 1.26909 0.409 -1.557 -1.114 0.320
H -2.79499 -0.41827 -0.17021 -2.471 -0.446 0.995 0.300
H -1.62855 0.51357 -1.14863 0.353 -1.702 1.309 0.179

=====

39
Properties=species:S:1:pos:R:3:forces:R:3:mulliken_charge:R:1 method="wB97M-V/def2-TZVPD" fmax_ev_per_a=2.36 orbital_gap_ev=9.89 charge=0 homo_energy_ev=-10.0 relative_energy_ev=1.577
O -1.83800 -14.15600 1.21000 -0.110 0.098 2.042 -0.630
H -1.48400 -13.73100 0.44400 0.402 0.117 -1.371 0.405
H -2.37500 -14.89400 0.95200 -0.249 -0.251 -0.495 0.270
O -3.63500 -12.03100 -0.60300 -0.889 0.019 -0.119 -0.644
H -2.87500 -11.57900 -0.21700 0.237 0.244 -0.125 0.333
H -4.30900 -11.34400 -0.74300 0.565 -0.308 -0.007 0.278
O -2.30300 -10.23700 2.61400 -0.099 0.993 -0.401 -0.606
H -3.19700 -10.35200 2.30600 -0.729 0.552 -0.471 0.254
H -2.14200 -11.09400 2.93900 0.782 -1.890 0.916 0.272
O -3.39900 -9.05300 -2.10800 -0.927 -0.131 -0.683 -0.602
H -4.31300 -8.99200 -2.46300 0.984 -0.036 0.320 0.318
H -3.46300 -8.67300 -1.22600 -0.134 0.206 0.341 0.377
O 1.03200 -13.09200 0.72400 0.004 0.094 0.627 -0.656
H 0.85400 -12.99100 1.66600 -0.241 -0.759 0.153 0.338
H 1.20300 -12.16100 0.54800 0.148 -0.031 -0.365 0.378
O -0.51800 -8.04900 0.14200 -0.410 0.515 -1.505 -0.686
H -0.08300 -8.30600 0.93400 0.455 -0.574 1.851 0.378
H 0.16000 -8.20300 -0.51600 0.094 0.269 -0.572 0.269
O -1.13400 -7.99200 3.86700 0.231 0.292 -0.328 -0.636
H -0.90400 -8.23700 4.75600 0.046 0.007 0.675 0.301
H -1.16200 -8.83700 3.40200 -0.454 -0.029 -0.167 0.350
O -0.93800 -13.30400 -1.37800 0.541 0.509 -0.037 -0.724
H -1.71800 -13.02800 -1.85500 -0.705 -0.043 -0.113 0.359
H -0.55400 -12.44400 -1.11000 -0.128 -0.728 0.111 0.193
O 0.51600 -9.52200 2.27500 -0.858 -0.075 -0.026 -0.608
H 0.91700 -8.90900 2.86500 0.168 1.020 1.150 0.341
H 1.25700 -9.83900 1.79000 1.046 -0.977 -1.108 0.223
O -3.25800 -7.94200 0.55000 1.137 -0.879 -1.201 -0.740
H -2.30200 -7.84100 0.29400 -0.916 -0.111 0.475 0.319
H -3.42700 -7.25300 1.16500 -0.252 0.928 0.810 0.299
O 1.94100 -10.65100 0.16300 1.959 0.364 0.858 -0.727
H 2.75400 -11.04700 -0.19900 -0.354 0.254 0.372 0.265
H 1.31900 -10.69600 -0.53800 -1.381 0.080 -1.441 0.358
O -1.21400 -10.81700 0.07900 0.302 -0.385 0.071 0.285
H -1.26200 -10.60500 1.01900 -0.227 -0.088 0.414 0.069
H -0.94400 -9.97300 -0.27700 -0.177 0.520 -0.421 0.095
O 0.56000 -10.92400 -2.22300 1.147 -0.203 -1.541 -0.637
H 1.44200 -11.16100 -2.66300 -2.276 0.369 0.498 0.254
H -0.17700 -11.04000 -2.88000 1.269 0.047 0.810 0.314